*1*
Computed, not measured: 2 unconnected molecules or ions with the total composition C2H9NS, with wB97M-V/def2-TZVPD.

Results
Structure (SMILES): CNC.S
LUMO, eV: 0.451
HOMO level, eV: -8.87

Structure (ORCA input):
```
! wB97M-V def2-TZVPD RIJCOSX def2/J DEFGRID3
* xyz 0 1
C 2.959 1.008 0.666
N 3.761 -0.189 1.347
C 2.830 -0.979 2.200
H 3.685 1.520 -0.026
H 2.899 1.792 1.446
H 2.035 0.629 0.218
H 4.534 0.216 2.002
H 2.410 -1.712 1.534
H 3.494 -1.101 3.042
H 2.126 -0.331 2.786
S -4.586 -0.025 -2.143
H -3.266 0.229 -2.100
H -5.614 0.305 -1.245
*
```

***

*2*
Computed, not measured: 3 unconnected molecules or ions with the total composition C2H9NS, with wB97M-V/def2-TZVPD.

Results
Structure (SMILES): [H][H].C1CS1.N
LUMO, eV: 0.995
HOMO level, eV: -8.95

Structure (ORCA input):
```
! wB97M-V def2-TZVPD RIJCOSX def2/J DEFGRID3
* xyz 0 1
H 2.034 0.004 -2.603
H 2.287 -0.426 -2.072
C 0.750 0.392 0.689
C -0.544 0.443 1.385
S -0.582 1.248 -0.249
H 1.531 -0.289 0.424
H 1.289 1.282 1.005
H -1.145 -0.440 1.557
H -0.363 0.974 2.293
N 0.222 -2.664 -0.838
H -0.131 -1.741 -0.664
H 1.128 -2.302 -1.118
H -0.141 -3.400 -1.418
*
```

***

Which of them is the most stable? Correct choice: *2*.

***

*1*
Computed, not measured: a single C3H3NOS molecule, with wB97M-V/def2-TZVPD.

Results
Structure (SMILES): Sc1cnco1
LUMO, eV: 0.630
HOMO level, eV: -8.53

Structure (ORCA input):
```
! wB97M-V def2-TZVPD RIJCOSX def2/J DEFGRID3
* xyz 0 1
S -2.279 -0.335 -0.009
C -0.607 -0.153 -0.005
C 0.232 0.911 0.068
N 1.548 0.500 -0.056
C 1.513 -0.825 -0.004
O 0.204 -1.274 0.007
H -2.685 0.863 -0.048
H -0.074 1.976 -0.010
H 2.148 -1.664 0.056
*
```

***

*2*
Computed, not measured: 2 unconnected molecules or ions with the total composition C3H3NOS, with wB97M-V/def2-TZVPD.

Results
LUMO (alpha / beta), eV: -2.071 / -2.071
HOMO level (alpha / beta), eV: -10.63 / -10.63

Structure (ORCA input):
```
! wB97M-V def2-TZVPD RIJCOSX def2/J DEFGRID3
* xyz 0 1
C 1.667 -0.731 0.027
C 0.080 1.054 -0.269
C -0.452 -0.025 0.520
N 2.609 -1.251 -0.313
O 0.468 2.023 0.320
S -1.689 -1.228 0.161
H -0.005 0.840 -1.322
H -0.323 -0.179 1.602
H -2.356 -0.503 -0.726
*
```

***

Which of them is the most stable? Correct choice: *1*.